# 1
Molecular formula: C29H44CuN4O2P
Method: DFT, the ωB97M-V functional and the def2-TZVPD basis

Structure (ORCA input):
```
! wB97M-V def2-TZVPD RIJCOSX def2/J DEFGRID3
* xyz 1 2
Cu -0.9548 -0.1593 -0.8046
C -3.8239 1.3800 1.9978
C -3.3823 2.3294 0.8827
C -4.4937 2.4707 -0.1596
P -1.7859 1.7917 0.0823
C -1.3584 3.3197 -0.9091
C -1.9047 3.1563 -2.3302
C 0.1514 3.5348 -0.9666
C -0.6000 1.7905 1.4762
C -0.6968 2.6874 2.5343
C 0.1910 2.6858 3.6040
C 0.0400 3.6392 4.7528
C 1.2290 1.7457 3.5950
C 1.3684 0.8580 2.5598
C 0.4548 0.8376 1.4734
N 0.5336 -0.1316 0.5223
C 1.7255 -0.8173 0.2873
C 1.6850 -2.2310 0.2521
C 0.4321 -2.9576 0.6489
C 2.8295 -2.9444 -0.0597
C 4.0382 -2.3134 -0.3367
C 5.2807 -3.1065 -0.6317
C 4.0702 -0.9252 -0.2895
C 2.9517 -0.1643 0.0222
C 3.0928 1.3358 0.0263
H -4.6102 1.8501 2.5913
H -3.0016 1.1217 2.6647
H -4.2255 0.4652 1.5663
H -3.1831 3.3157 1.3098
H -4.5599 1.5769 -0.7835
H -4.3464 3.3387 -0.8010
H -5.4512 2.5984 0.3478
H -1.8306 4.1791 -0.4240
H -1.4226 2.3052 -2.8170
H -1.6991 4.0532 -2.9174
H -2.9791 2.9817 -2.3449
H 0.6251 2.6593 -1.4219
H 0.5810 3.6909 0.0229
H 0.3879 4.4016 -1.5858
H -1.4891 3.4259 2.5269
H -0.7304 4.3825 4.5571
H 0.9789 4.1560 4.9551
H -0.2324 3.0915 5.6572
H 1.9319 1.7189 4.4195
H 2.1555 0.1141 2.5840
H 0.2751 -2.8489 1.7247
H 0.5059 -4.0188 0.4158
H -0.4376 -2.5376 0.1482
H 2.7893 -4.0289 -0.0612
H 5.0424 -4.1402 -0.8775
H 5.9317 -3.1115 0.2448
H 5.8477 -2.6706 -1.4551
H 5.0048 -0.4120 -0.4949
H 3.8640 1.6485 -0.6778
H 3.3952 1.6822 1.0164
H 2.1598 1.8422 -0.2126
C -3.5988 -3.2124 0.3143
C -2.9353 -2.1026 1.0677
C -2.7692 -2.2381 2.5583
O -2.5400 -1.0894 0.5090
H -3.9561 -4.0068 0.9631
H -2.8993 -3.6089 -0.4214
H -4.4288 -2.8065 -0.2670
H -3.2758 -3.1095 2.9627
H -3.1357 -1.3374 3.0517
H -1.7022 -2.3046 2.7828
C 2.7149 -2.3324 -4.3153
N 1.4485 -2.1481 -3.6403
C 0.4660 -3.1884 -3.4416
C -0.5717 -2.4688 -2.5792
O -1.5823 -2.9549 -2.1346
N -0.1443 -1.1720 -2.3894
C 1.0114 -1.0348 -3.0434
N 1.6431 0.1319 -3.1473
H 2.9645 -3.3909 -4.3028
H 3.5068 -1.7981 -3.7876
H 2.6762 -1.9978 -5.3545
H 0.8827 -4.0628 -2.9383
H 0.0083 -3.5091 -4.3807
H 1.3178 0.9094 -2.5987
H 2.5489 0.1905 -3.5752
*
```

Results
HOMO level (spin up / spin down)   -10.1057 / -10.1766 eV
Molecular weight   575.22 u

# 2
Molecular formula: C29H44F3FeN5OP3S
Method: DFT, the ωB97M-V functional and the def2-TZVPD basis

Structure (ORCA input):
```
! wB97M-V def2-TZVPD RIJCOSX def2/J DEFGRID3
* xyz 1 1
Fe 1.1239 -0.0584 -0.3531
C -1.6830 1.3486 5.2212
C -1.9296 2.2310 4.0049
N -0.7227 2.3608 3.1782
C 0.1366 3.5055 3.4763
C -0.2208 4.7281 2.6399
C -0.4381 1.4613 2.2285
S 1.0319 1.6605 1.3413
N -1.3394 0.4717 2.1096
C -1.4065 -0.4389 1.1637
O -0.7600 -0.4578 0.0819
C -2.4379 -1.4982 1.3749
C -3.2323 -1.5107 2.5195
C -4.1795 -2.5051 2.7054
C -4.3442 -3.5006 1.7508
C -3.5626 -3.4895 0.6043
C -2.6209 -2.4891 0.4188
H -2.5812 1.2935 5.8384
H -0.8723 1.7452 5.8356
H -1.4157 0.3409 4.8999
H -2.2215 3.2359 4.3117
H -2.7282 1.8179 3.3986
H 1.1716 3.2252 3.3044
H 0.0204 3.7272 4.5373
H 0.0293 4.5482 1.5933
H 0.3379 5.5997 2.9830
H -1.2871 4.9536 2.7151
H -3.0909 -0.7345 3.2599
H -4.7916 -2.5034 3.5981
H -5.0788 -4.2817 1.9009
H -3.6853 -4.2623 -0.1442
H -2.0137 -2.4622 -0.4699
C 1.8799 -1.7430 -3.5729
P 1.4490 -1.8729 -1.7924
C 0.2055 -3.2208 -1.8357
C 2.8623 -2.8210 -1.1186
C 3.5509 -3.7727 -1.8686
C 4.5854 -4.4986 -1.3008
C 4.9286 -4.2928 0.0299
C 4.2348 -3.3610 0.7852
C 3.2022 -2.6179 0.2154
P 2.2435 -1.3716 1.1422
C 3.4331 -0.6974 2.3382
C 1.1630 -2.4146 2.1914
H 1.6685 -2.6733 -4.0993
H 2.9353 -1.4953 -3.6583
H 1.3196 -0.9329 -4.0404
H 0.5967 -4.0707 -2.3949
H -0.7215 -2.8791 -2.3018
H -0.0089 -3.5388 -0.8163
H 3.2894 -3.9508 -2.9056
H 5.1249 -5.2245 -1.8957
H 5.7367 -4.8585 0.4760
H 4.5047 -3.2121 1.8241
H 3.6502 -1.4247 3.1194
H 3.0046 0.1983 2.7866
H 4.3456 -0.4216 1.8128
H 1.7353 -3.2102 2.6686
H 0.3716 -2.8518 1.5810
H 0.6979 -1.7909 2.9590
C -1.2430 2.2224 -4.5770
N -2.0755 1.3562 -3.6185
C -2.9386 2.2900 -2.7601
N -2.1338 3.2477 -2.0900
C -1.3602 4.0305 -3.0538
N -0.4849 3.1859 -3.8654
C 0.6110 2.6023 -3.0736
P -0.0056 1.5173 -1.7007
C -1.1845 0.5190 -2.7495
C -1.2899 2.6725 -1.0318
H -1.9551 2.7030 -5.2473
H -0.5983 1.5471 -5.1366
H -2.6884 0.7545 -4.1682
H -3.4834 1.6648 -2.0544
H -3.6329 2.7774 -3.4438
H -0.7535 4.7551 -2.5159
H -2.0480 4.5662 -3.7094
H 1.2061 3.4049 -2.6374
H 1.2813 2.0259 -3.7115
H -1.7984 -0.0779 -2.0739
H -0.6121 -0.1546 -3.3864
H -0.7847 3.4779 -0.4992
H -1.9059 2.1395 -0.3040
F 2.8997 2.1050 -0.8786
C 2.8067 0.7230 -1.0315
F 4.0341 0.2908 -0.5979
F 2.9409 0.6123 -2.4404
*
```

Results
HOMO level   -10.2783 eV
Molecular weight   716.53 u
Relative energy (zero: lowest compared OMol25 entry of this formula, charge and spin)   4.83 kcal/mol